#P
This record from OMol25 describes an isolated molecule of C5H6O. The level of theory is the ωB97M-V functional and the def2-TZVPD basis.

Geometry as XYZ:
```
12
Properties=species:S:1:pos:R:3:mulliken_charge:R:1
C -0.37 -1.12 1.12 -1.16
C 0.17 0.02 0.34 0.61
O 0.45 1.07 1.02 -0.33
C 0.45 -0.02 -1.12 -0.23
C -0.35 1.16 -1.45 -0.24
C -1.00 2.23 -1.32 -0.51
H 0.48 -1.69 1.52 0.31
H -0.95 -1.79 0.47 0.34
H -0.98 -0.77 1.96 0.35
H 0.10 -0.97 -1.55 0.31
H 1.52 0.08 -1.33 0.21
H 0.48 1.81 0.33 0.35
```

Results
Gap between HOMO and LUMO: 7.57 eV
Highest occupied orbital energy: -8.589 eV


#Q
This record from OMol25 describes an isolated molecule of C5H6O. The level of theory is the ωB97M-V functional and the def2-TZVPD basis.

Geometry as XYZ:
```
12
Properties=species:S:1:pos:R:3:mulliken_charge:R:1
C -0.46 -0.86 1.79 -0.43
C -0.73 -1.66 0.49 -0.54
C -0.34 -0.60 -0.08 0.08
C 0.53 0.05 -1.06 -0.20
C 0.22 1.49 -1.42 0.04
O 1.06 2.29 -1.73 -0.46
H 0.37 -1.31 2.36 0.23
H -1.38 -0.71 2.35 0.28
H -0.30 0.23 1.47 0.09
H 0.28 -0.58 -1.93 0.27
H 1.60 -0.08 -0.86 0.27
H -0.85 1.74 -1.38 0.37
```

Results
Gap between HOMO and LUMO: 10.01 eV
Highest occupied orbital energy: -9.500 eV


#R
This record from OMol25 describes an isolated molecule of C5H6O. The level of theory is the ωB97M-V functional and the def2-TZVPD basis.

Geometry as XYZ:
```
12
Properties=species:S:1:pos:R:3:mulliken_charge:R:1
O 0.14 -2.37 -0.59 -0.53
C 0.11 -1.22 -0.26 0.50
C 0.65 -0.45 0.93 -0.63
C -0.32 0.71 0.55 0.19
C 0.01 1.82 -0.29 -0.71
C -0.68 -0.04 -0.84 -0.57
H 0.50 -0.94 1.90 0.31
H 1.70 -0.17 0.82 0.27
H -1.22 0.79 1.16 0.32
H 1.06 1.66 -0.62 0.24
H -0.21 0.38 -1.74 0.26
H -1.74 -0.18 -1.03 0.34
```

Results
Gap between HOMO and LUMO: 9.40 eV
Highest occupied orbital energy: -8.798 eV


Q: Which of them is the most stable? A: #R.


#P
This record from OMol25 describes an isolated molecule of CH3N5S. The level of theory is the ωB97M-V functional and the def2-TZVPD basis.

Geometry as XYZ:
```
10
Properties=species:S:1:pos:R:3:mulliken_charge:R:1
H 0.49 -0.61 -2.47 0.29
N 0.88 -0.84 -1.61 -0.61
C 0.20 -0.11 -0.81 0.49
N -0.61 0.99 -1.20 -0.18
N -1.42 1.42 -0.21 -0.21
N -0.91 0.71 1.00 -0.11
N 0.24 0.03 0.57 0.04
S 1.10 -0.99 1.59 -0.18
H -0.45 1.63 1.36 0.32
H 0.47 -2.23 1.77 0.16
```

Results
Gap between HOMO and LUMO: 8.82 eV
Highest occupied orbital energy: -9.670 eV


#Q
This record from OMol25 describes an isolated molecule of CH3N5S. The level of theory is the ωB97M-V functional and the def2-TZVPD basis.

Geometry as XYZ:
```
10
Properties=species:S:1:pos:R:3:mulliken_charge:R:1
N 1.88 0.59 -0.33 -0.65
N 0.95 -0.48 -0.11 0.01
C -0.31 -0.35 -0.06 0.51
N -0.94 0.77 -0.13 -0.11
N -2.21 0.69 0.09 -0.52
N -2.72 -0.47 0.18 -0.04
S -1.53 -1.63 0.09 0.02
H 1.21 1.39 -0.49 0.35
H 2.30 0.77 0.57 0.25
H 1.37 -1.27 0.19 0.18
```

Results
Gap between HOMO and LUMO: 9.45 eV
Highest occupied orbital energy: -9.036 eV


Q: Which of them is the most stable? A: #Q.


#P
This record from OMol25 describes a cluster of 2 separate species, C6H12 in total. The level of theory is the ωB97M-V functional and the def2-TZVPD basis.

Geometry as XYZ:
```
18
Properties=species:S:1:pos:R:3:mulliken_charge:R:1
C 1.50 0.66 0.67 -0.96
C 1.58 -0.51 -0.15 -0.40
C 0.08 -1.32 -0.44 -0.07
C -0.77 -1.45 0.80 -0.49
C -1.14 -0.66 -0.37 -0.53
C -1.09 1.62 0.25 -1.34
H 1.71 1.63 0.24 0.38
H -0.09 0.99 0.48 0.32
H 1.70 0.58 1.74 0.31
H 2.13 -1.34 0.30 0.32
H 1.93 -0.31 -1.16 0.29
H 0.31 -2.10 -1.15 0.35
H -0.37 -0.89 1.67 0.16
H -1.31 -2.35 1.06 0.28
H -2.01 -0.51 -0.99 0.37
H -1.99 1.33 0.79 0.31
H -1.31 1.80 -0.80 0.32
H -0.72 2.56 0.68 0.37
```

Results
Gap between HOMO and LUMO (spin up / spin down): 7.45 / 7.97 eV
Highest occupied orbital energy (spin up / spin down): -7.191 / -7.373 eV


#Q
This record from OMol25 describes an isolated molecule of C6H12. The level of theory is the ωB97M-V functional and the def2-TZVPD basis.

Geometry as XYZ:
```
18
Properties=species:S:1:pos:R:3:mulliken_charge:R:1
C 0.85 1.39 -0.76 -1.31
C -0.38 0.54 -0.44 0.46
C -1.16 1.11 0.75 -1.49
C 0.09 -0.90 -0.25 -0.16
C 0.95 -1.25 0.93 -0.68
C -0.42 -1.85 0.79 -0.54
H 1.35 1.01 -1.66 0.36
H 0.60 2.45 -0.93 0.38
H 1.58 1.34 0.06 0.31
H -1.05 0.56 -1.31 0.25
H -2.12 0.60 0.88 0.34
H -1.37 2.18 0.59 0.42
H -0.60 1.03 1.69 0.28
H 0.39 -1.36 -1.19 0.41
H 1.09 -0.49 1.70 0.23
H 1.83 -1.88 0.77 0.26
H -1.18 -1.53 1.49 0.21
H -0.49 -2.90 0.52 0.26
```

Results
Gap between HOMO and LUMO: 11.34 eV
Highest occupied orbital energy: -10.106 eV


#R
This record from OMol25 describes an isolated molecule of C6H12. The level of theory is the ωB97M-V functional and the def2-TZVPD basis.

Geometry as XYZ:
```
18
Properties=species:S:1:pos:R:3:mulliken_charge:R:1
C 0.08 -1.82 -0.59 -1.51
C 0.52 -0.41 -0.18 0.59
C 1.60 -0.45 0.91 -1.40
C -0.66 0.41 0.28 -0.21
C -0.63 1.91 0.21 -0.63
C -1.53 1.13 -0.71 -0.62
H -0.66 -1.78 -1.39 0.36
H 0.93 -2.41 -0.94 0.40
H -0.37 -2.35 0.26 0.34
H 0.95 0.08 -1.07 0.16
H 2.14 0.50 0.98 0.34
H 1.16 -0.65 1.89 0.33
H 2.34 -1.24 0.71 0.39
H -1.18 -0.01 1.14 0.45
H -1.08 2.49 1.01 0.26
H 0.26 2.37 -0.23 0.25
H -1.26 1.07 -1.76 0.25
H -2.60 1.17 -0.53 0.26
```

Results
Gap between HOMO and LUMO: 11.44 eV
Highest occupied orbital energy: -10.182 eV


Q: Which of them is the most stable? A: #R.


#P
This record from OMol25 describes an isolated molecule of C6H12. The level of theory is the ωB97M-V functional and the def2-TZVPD basis.

Geometry as XYZ:
```
18
Properties=species:S:1:pos:R:3:mulliken_charge:R:1
C 1.57 -0.46 0.97 -1.06
C 1.14 -0.47 -0.46 -0.40
C -0.46 1.60 -0.19 -0.93
C -1.37 0.50 0.43 -0.33
C -1.36 -0.60 -0.55 -0.57
C -0.02 -1.14 -0.98 -0.34
H 0.74 -0.55 1.68 0.28
H 2.13 0.46 1.21 0.30
H 2.28 -1.28 1.19 0.34
H 1.83 -0.03 -1.18 0.43
H -1.03 2.51 -0.36 0.33
H 0.44 1.89 0.37 0.21
H -1.01 0.25 1.46 0.16
H -2.40 0.88 0.60 0.36
H -2.23 -1.27 -0.58 0.34
H -0.20 1.24 -1.21 0.31
H -0.09 -2.09 -0.38 0.29
H 0.02 -1.44 -2.03 0.30
```

Results
Gap between HOMO and LUMO (spin up / spin down): 7.90 / 8.31 eV
Highest occupied orbital energy (spin up / spin down): -7.137 / -7.333 eV


#Q
This record from OMol25 describes a structure of composition C6H12. The level of theory is the ωB97M-V functional and the def2-TZVPD basis.

Geometry as XYZ:
```
18
Properties=species:S:1:pos:R:3:mulliken_charge:R:1
C 1.15 -1.30 2.40 -1.00
C 0.61 -1.15 0.96 -0.44
C 0.48 0.11 0.35 -0.36
C -0.20 0.29 -1.01 0.40
C -1.57 -0.29 -1.21 -0.98
C -0.11 1.83 -1.41 -1.30
H 2.16 -1.93 2.23 0.24
H 0.49 -1.72 3.05 0.35
H 1.47 -0.25 2.82 0.23
H 0.28 -1.89 0.42 0.54
H 0.84 0.97 0.93 0.20
H 0.46 -0.27 -1.68 0.26
H -1.83 0.10 -2.23 0.32
H -1.61 -1.37 -0.96 0.35
H -2.38 0.34 -0.41 0.19
H 1.11 2.43 -1.29 0.24
H -0.54 1.85 -2.36 0.42
H -0.79 2.28 -0.61 0.34
```

Results
Gap between HOMO and LUMO: 9.92 eV
Highest occupied orbital energy: -8.795 eV


Q: Which of them is the most stable? A: #Q.


#P
This record from OMol25 describes an isolated molecule of C3H3N5. The level of theory is the ωB97M-V functional and the def2-TZVPD basis.

Geometry as XYZ:
```
11
Properties=species:S:1:pos:R:3:mulliken_charge:R:1
H -2.34 0.76 0.98 0.26
N -2.10 -0.19 0.70 -0.62
C -1.18 -0.14 -0.20 0.65
N -0.56 0.94 -0.83 -0.48
C 0.60 1.27 -0.38 0.17
N 1.45 0.44 0.41 -0.43
C 1.30 -0.84 0.34 0.04
N 0.50 -1.68 -0.49 -0.17
N -0.67 -1.36 -0.76 -0.20
H 1.02 2.23 -0.71 0.40
H 1.98 -1.44 0.93 0.38
```

Results
Gap between HOMO and LUMO: 8.63 eV
Highest occupied orbital energy: -9.763 eV


#Q
This record from OMol25 describes a structure of composition C3H3N5. The level of theory is the ωB97M-V functional and the def2-TZVPD basis.

Geometry as XYZ:
```
11
Properties=species:S:1:pos:R:3:mulliken_charge:R:1
C -1.94 -0.08 0.07 -0.07
C -0.03 -0.73 -0.19 0.35
C 1.20 1.10 -0.07 0.18
H -3.05 -0.02 0.11 0.37
H 1.82 -1.91 0.51 0.36
H 1.26 2.12 -0.03 0.45
N -1.21 -1.27 -0.12 -0.59
N 1.28 -1.08 -0.10 -0.04
N 2.03 0.10 -0.01 -0.66
N -0.01 0.65 -0.11 0.53
N -1.35 1.13 -0.07 -0.88
```

Results
Gap between HOMO and LUMO: 10.18 eV
Highest occupied orbital energy: -9.487 eV


#R
This record from OMol25 describes an isolated molecule of C3H3N5. The level of theory is the ωB97M-V functional and the def2-TZVPD basis.

Geometry as XYZ:
```
11
Properties=species:S:1:pos:R:3:mulliken_charge:R:1
N -0.97 -1.33 1.39 -0.55
C -0.61 -1.07 0.23 0.63
N -1.57 -0.50 -0.71 -0.32
N -1.28 0.69 -0.98 -0.22
C -0.15 1.32 -0.50 0.04
C 1.06 0.79 -0.09 -0.24
N 1.47 -0.55 -0.41 -0.05
N 0.64 -1.46 -0.38 -0.35
H -0.20 -1.77 1.78 0.28
H -0.20 2.42 -0.50 0.36
H 1.81 1.46 0.17 0.41
```

Results
Gap between HOMO and LUMO: 8.66 eV
Highest occupied orbital energy: -9.952 eV


#S
This record from OMol25 describes an isolated molecule of C3H3N5. The level of theory is the ωB97M-V functional and the def2-TZVPD basis.

Geometry as XYZ:
```
11
Properties=species:S:1:pos:R:3:mulliken_charge:R:1
H -0.53 1.92 1.77 0.28
N -0.67 0.91 1.90 -0.59
C -0.71 0.34 0.80 0.46
C -0.71 -1.09 0.55 0.05
N 0.21 -1.67 -0.12 -0.33
N 1.29 -0.96 -0.50 -0.30
C 1.24 0.20 -1.01 0.06
N 0.11 0.97 -1.29 -0.21
N -0.80 1.10 -0.46 -0.17
H -1.60 -1.64 0.88 0.37
H 2.15 0.59 -1.44 0.40
```

Results
Gap between HOMO and LUMO: 8.78 eV
Highest occupied orbital energy: -9.639 eV


Q: Which of them is the most stable? A: #Q.


#P
This record from OMol25 describes a cluster of 2 separate species, C5H12N2 in total. The level of theory is the ωB97M-V functional and the def2-TZVPD basis.

Geometry as XYZ:
```
19
Properties=species:S:1:pos:R:3:mulliken_charge:R:1
C -1.24 -1.10 0.21 -0.07
C -0.82 -0.61 -1.13 -0.71
C -0.02 0.73 -0.99 -0.54
N 2.94 0.25 1.19 -0.76
C 1.98 0.21 0.34 -0.28
C 0.74 0.96 0.28 -0.37
N -2.10 -0.12 0.88 -0.64
H -0.23 -1.10 0.81 -0.60
H -1.57 -2.13 0.10 0.38
H -1.69 -0.40 -1.77 0.31
H -0.20 -1.34 -1.67 0.36
H 0.66 0.71 -1.85 0.42
H -0.69 1.55 -1.26 0.40
H 2.93 1.13 1.72 0.22
H 0.39 -1.16 1.53 0.54
H 2.15 -0.42 -0.55 0.38
H 0.79 1.94 0.76 0.32
H -1.40 0.53 1.25 0.37
H -2.60 0.37 0.15 0.30
```

Results
Gap between HOMO and LUMO: 5.72 eV
Highest occupied orbital energy: -7.434 eV


#Q
This record from OMol25 describes an isolated molecule of C5H12N2. The level of theory is the ωB97M-V functional and the def2-TZVPD basis.

Geometry as XYZ:
```
19
Properties=species:S:1:pos:R:3:mulliken_charge:R:1
C -1.24 -1.39 1.57 -1.26
C -0.64 -0.21 1.32 0.79
N -0.03 0.55 2.29 -0.43
C -0.75 0.40 -0.03 -1.15
C 0.62 0.40 -0.71 0.79
C 0.95 -0.90 -1.46 -1.37
N 0.78 1.53 -1.66 -0.62
H -1.33 -2.02 2.42 0.34
H -1.80 -1.90 0.78 0.21
H 0.03 0.37 3.27 0.19
H 0.22 1.50 2.06 0.19
H -1.04 1.48 -0.10 0.43
H -1.56 -0.11 -0.55 0.32
H 1.36 0.61 0.07 0.23
H 1.60 -0.74 -2.34 0.40
H 1.40 -1.60 -0.77 0.33
H 0.06 -1.39 -1.89 0.24
H 1.49 1.53 -2.35 0.20
H -0.13 1.88 -1.94 0.15
```

Results
Gap between HOMO and LUMO: 9.04 eV
Highest occupied orbital energy: -7.928 eV


#R
This record from OMol25 describes an isolated molecule of C5H12N2. The level of theory is the ωB97M-V functional and the def2-TZVPD basis.

Geometry as XYZ:
```
19
Properties=species:S:1:pos:R:3:mulliken_charge:R:1
N 0.38 -2.89 -0.50 -0.47
C 0.84 -1.65 -0.77 0.12
C 1.22 -0.78 0.11 -0.35
C 1.19 0.61 -0.15 -0.68
C -0.08 1.19 -0.67 -0.82
C -1.26 0.89 0.32 -0.26
N -1.58 2.13 1.17 -0.67
H 0.16 -3.70 -1.21 0.21
H 0.57 -3.33 0.38 0.19
H 0.51 -1.22 -1.78 0.16
H 1.64 -1.14 1.05 0.30
H 1.93 0.90 -0.91 0.22
H 1.50 1.02 0.79 0.30
H -0.19 2.26 -0.78 0.52
H -0.44 0.73 -1.55 0.19
H -0.87 0.15 1.04 0.26
H -2.24 0.48 -0.11 0.33
H -2.43 1.96 1.77 0.22
H -0.84 2.39 1.79 0.21
```

Results
Gap between HOMO and LUMO: 8.73 eV
Highest occupied orbital energy: -7.629 eV


#S
This record from OMol25 describes an isolated molecule of C5H12N2. The level of theory is the ωB97M-V functional and the def2-TZVPD basis.

Geometry as XYZ:
```
19
Properties=species:S:1:pos:R:3:mulliken_charge:R:1
C -0.31 1.36 -1.87 -0.97
C -0.21 0.40 -0.95 0.56
C 1.09 -0.18 -0.57 -0.70
C 1.36 -1.12 0.55 -0.79
N 0.41 -2.30 0.58 -0.54
N -1.18 0.19 0.05 -0.39
C -1.55 1.29 0.95 -1.02
H 0.70 1.66 -2.29 0.22
H -1.20 1.96 -2.07 0.33
H 1.53 -0.61 -1.48 0.42
H 1.57 0.71 -0.35 0.37
H 1.02 -0.40 1.39 0.27
H 2.39 -1.44 0.69 0.33
H 0.04 -2.91 -0.20 0.18
H 0.42 -2.86 1.47 0.18
H -0.95 -0.71 0.47 0.52
H -2.09 1.08 1.85 0.39
H -0.76 1.93 1.32 0.31
H -2.28 1.95 0.46 0.32
```

Results
Gap between HOMO and LUMO: 8.90 eV
Highest occupied orbital energy: -7.900 eV


Q: Which of them is the most stable? A: #Q.